Computed, not measured: 7 unconnected molecules or ions with the total composition C24H65N3O7 at a distorted geometry, with wB97M-V/def2-TZVPD.

Summary:
- LUMO level: 0.0227 hartree
- Energy: -44742.68842 eV
- Gap between HOMO and LUMO: 9.4 eV
- SMILES: COC[C@H](C)N.COC[C@H](C)N.COC[C@H](C)N.CC(C)O.CC(C)O.CC(C)O.CC(C)O
- Energy relative to the best compared isomer or geometry (same formula, charge and spin): 8.3 kcal/mol

XYZ file:
```
99
Properties=species:S:1:pos:R:3:forces:R:3
C 2.69154 0.65241 -4.74986 0.7 0.0 0.6
O 1.42126 0.07400 -4.76073 0.0 -0.3 -0.2
C 1.37438 -1.21983 -5.35291 -1.4 -0.1 -0.3
C 0.91422 -2.25795 -4.33353 0.1 -0.2 0.0
C 2.06024 -2.56888 -3.39974 0.7 -0.4 0.6
N 0.45509 -3.47311 -5.03180 -0.6 0.2 0.2
H 3.34933 0.16304 -4.01149 0.0 -0.1 -0.2
H 2.61115 1.68913 -4.42096 -0.2 0.0 -0.2
H 3.17456 0.61193 -5.72943 0.0 0.1 -0.1
H 0.57761 -1.18537 -6.11545 0.3 0.1 0.0
H 2.28660 -1.53292 -5.86432 0.2 0.2 0.2
H 0.09564 -1.77807 -3.78052 0.1 0.0 0.1
H 2.94688 -2.89885 -3.95302 -0.1 0.3 -0.2
H 1.92459 -3.37644 -2.67037 -0.6 0.1 -0.2
H 2.31202 -1.68904 -2.80400 0.1 0.0 -0.2
H -0.02008 -4.06489 -4.34514 0.4 0.0 0.0
H -0.31956 -3.21570 -5.64802 0.3 0.0 -0.1
C -3.84567 2.69324 -0.98579 -0.6 -1.2 -0.2
O -2.77863 2.86414 -1.89834 -0.3 0.0 0.2
C -2.95649 3.90175 -2.84065 0.1 0.0 0.5
C -1.79645 3.82536 -3.80495 -0.6 0.3 -1.2
C -0.45493 4.07845 -3.16826 -0.1 -0.1 0.5
N -2.04376 4.81455 -4.88529 0.2 0.1 0.2
H -4.69971 3.36998 -1.09026 0.5 0.5 -0.1
H -3.48293 2.67268 0.04375 0.1 0.3 -0.1
H -4.30025 1.70419 -1.17461 0.2 0.1 0.1
H -3.89258 3.77736 -3.40199 0.0 0.0 0.1
H -2.97405 4.85080 -2.29070 -0.1 0.2 -0.3
H -1.85264 2.83054 -4.26844 0.3 -0.2 0.5
H -0.37505 3.51356 -2.23848 0.1 -0.3 -0.2
H -0.36472 5.12354 -2.86243 0.1 0.1 -0.3
H 0.33619 3.78570 -3.85805 0.2 0.2 0.1
H -1.22419 4.88760 -5.47959 0.0 0.0 0.1
H -2.79616 4.50221 -5.48956 0.0 0.0 0.1
C 0.87770 1.10631 4.32807 -0.3 -0.6 -0.9
O 1.85842 1.93295 4.90836 -0.1 0.2 -0.1
C 2.27527 1.33242 6.10491 0.0 -0.1 1.2
C 2.91590 -0.02296 5.86824 0.2 0.0 0.3
C 3.28096 -0.71883 7.17356 0.6 0.9 -0.3
N 4.12627 0.11252 5.06358 0.1 -0.2 -0.2
H 1.30448 0.21094 3.85148 0.0 0.2 0.2
H 0.36050 1.59422 3.50255 0.1 0.5 0.3
H 0.15548 0.77651 5.08390 -0.1 0.1 -0.1
H 2.99790 1.96157 6.63923 0.0 0.2 -0.5
H 1.42333 1.25898 6.81148 0.0 -0.2 -0.3
H 2.18815 -0.64730 5.34558 0.3 -0.1 -0.1
H 4.11643 -0.15395 7.60947 -0.1 -0.1 0.2
H 3.66744 -1.70393 6.93586 -0.2 -0.3 0.3
H 2.46444 -0.69690 7.88958 -0.1 -0.4 0.0
H 3.94394 0.56959 4.17358 -0.1 -0.2 0.0
H 4.78484 0.71480 5.55169 0.0 -0.1 0.1
C -0.58762 -5.51193 0.35187 -0.4 0.1 0.1
C -1.27298 -5.57577 -0.99814 0.9 -0.4 -0.9
C -2.39457 -4.58879 -1.08854 -0.6 0.8 0.2
O -0.34889 -5.26444 -2.08242 -0.2 0.2 0.4
H -0.36123 -4.46935 0.58528 0.2 -0.1 0.1
H 0.31314 -6.12180 0.41676 0.1 0.0 -0.1
H -1.28487 -5.88492 1.10661 0.1 0.1 0.1
H -1.60675 -6.60028 -1.20777 -0.3 0.1 0.3
H -3.05846 -4.67977 -0.22335 -0.1 -0.2 -0.2
H -2.98642 -4.63941 -2.00168 0.0 -0.4 0.0
H -2.02755 -3.55575 -1.05490 0.3 -0.2 0.1
H 0.49881 -5.66923 -1.87088 0.0 0.0 -0.1
C 4.96424 3.05245 2.98328 0.2 0.5 0.1
C 4.09926 2.39966 1.92331 0.2 -0.8 0.4
C 4.43460 2.96264 0.55677 0.4 0.1 0.0
O 4.28841 0.93174 1.94191 -0.2 1.4 -0.2
H 6.02939 3.00180 2.72547 -0.1 -0.2 0.1
H 4.80370 2.63814 3.97510 0.0 -0.2 0.0
H 4.72048 4.11901 3.06591 0.0 -0.1 -0.1
H 3.06194 2.57174 2.21913 -0.1 -0.3 -0.3
H 3.81956 2.57331 -0.24083 -0.3 -0.2 -0.1
H 5.48053 2.71280 0.32954 -0.1 0.0 0.0
H 4.37473 4.05455 0.53381 -0.1 -0.1 0.1
H 5.21616 0.80249 1.70359 -0.1 -0.2 0.1
C -4.85039 -2.10915 1.20115 0.4 -0.9 -0.4
C -6.03935 -1.26080 1.56473 -0.2 0.7 -0.3
C -5.60378 0.16188 1.93949 0.4 0.0 0.8
O -6.95967 -1.23603 0.44414 0.4 -0.2 0.5
H -4.05133 -2.03617 1.94156 -0.1 0.0 0.1
H -4.39444 -1.87276 0.23410 -0.3 0.5 0.1
H -5.12543 -3.16385 1.10032 -0.1 0.1 0.2
H -6.53198 -1.69924 2.44058 -0.1 -0.1 -0.2
H -6.36676 0.91334 1.75015 -0.1 -0.1 -0.3
H -4.64935 0.44611 1.48805 -0.3 0.0 -0.4
H -5.40016 0.21748 3.02039 -0.1 -0.1 -0.2
H -7.85292 -1.23679 0.79755 0.0 0.1 0.0
C 0.33002 -0.30222 -1.20370 0.0 0.2 0.5
C -0.11634 0.30698 0.12382 0.4 -0.4 -0.8
C -1.55196 -0.03948 0.37279 0.0 0.6 0.3
O 0.63505 -0.26990 1.19211 0.2 0.0 0.1
H 0.20003 -1.38543 -1.13092 0.1 0.0 -0.1
H 1.38047 -0.06679 -1.34055 0.2 -0.1 -0.4
H -0.24428 0.06285 -2.05448 0.1 0.1 0.0
H 0.03056 1.39598 0.10160 0.0 -0.1 0.1
H -2.20128 0.57541 -0.24936 -0.1 -0.1 0.0
H -1.73299 0.19409 1.42288 -0.4 -0.3 0.0
H -1.69211 -1.09174 0.13298 -0.3 -0.1 0.3
H 1.51783 -0.51473 0.88461 -0.1 0.2 0.0
```
Forces are in eV/Å.

Computed, not measured: 6 unconnected molecules or ions with the total composition C24H65N5O7 at a distorted geometry, with wB97M-V/def2-TZVPD.

Summary:
- LUMO level: 0.0254 hartree
- Energy: -47720.86244 eV
- Gap between HOMO and LUMO: 9.5 eV
- SMILES: COC[C@H](C)N.COC[C@H](C)N.COC[C@H](C)N.COC[C@H](C)N.COCCNCCOC.CCO
- Energy relative to the best compared isomer or geometry (same formula, charge and spin): 0.0 kcal/mol

XYZ file:
```
101
Properties=species:S:1:pos:R:3:forces:R:3
C -3.00103 -6.64044 -0.81088 -0.5 -0.3 -0.5
O -2.54591 -5.49677 -0.13200 0.2 0.0 -0.3
C -1.70259 -5.76210 0.95627 0.9 -0.3 0.6
C -0.50408 -4.82123 0.93339 1.1 0.2 -0.3
C 0.49393 -5.19479 -0.17039 -0.7 -0.2 -1.0
N 0.17529 -4.82411 2.23442 -0.1 0.1 0.3
H -3.27356 -6.41571 -1.84685 0.0 0.5 0.2
H -3.91201 -7.02737 -0.34219 0.2 -0.3 0.1
H -2.24254 -7.42139 -0.91810 0.1 0.0 0.4
H -2.17886 -5.71650 1.94350 -0.4 0.4 -0.2
H -1.29434 -6.78448 0.92335 -0.1 0.0 -0.3
H -0.83348 -3.80164 0.71324 -0.3 -0.1 0.3
H -0.05215 -5.48966 -1.07866 0.1 -0.1 0.2
H 1.13703 -6.02043 0.13728 0.0 -0.1 0.0
H 1.12190 -4.37336 -0.52075 0.1 0.1 0.4
H 0.59390 -5.73575 2.40377 -0.2 -0.1 0.0
H 0.98722 -4.21556 2.19585 -0.2 0.2 0.0
C -2.77480 -0.43579 2.66599 -0.5 0.3 0.4
O -3.60755 0.71589 2.59623 0.1 -0.1 0.1
C -3.92498 1.32850 3.82513 -0.1 0.9 -0.4
C -4.82637 2.54031 3.48131 0.3 -0.7 0.0
C -4.08862 3.60918 2.67644 0.3 -0.9 0.1
N -5.45144 3.13197 4.65269 -0.4 -0.2 -0.1
H -2.83249 -0.97001 3.62193 -0.2 0.2 0.1
H -1.73976 -0.11841 2.54541 0.1 -0.4 -0.3
H -3.17176 -1.11185 1.91178 0.6 -0.1 -0.3
H -4.47821 0.61843 4.44705 0.1 0.0 0.3
H -3.04664 1.72676 4.35392 0.2 -0.4 0.1
H -5.56147 2.05532 2.83015 -0.5 0.5 0.2
H -3.08826 3.75833 3.09219 -0.1 0.3 0.1
H -4.64752 4.53924 2.67544 0.0 0.1 -0.2
H -3.92972 3.20722 1.67526 -0.1 0.3 -0.1
H -4.79066 3.61377 5.24829 0.1 -0.1 0.0
H -5.91891 2.41968 5.20059 0.0 0.1 0.1
C -0.20584 3.65843 3.90510 -0.2 -0.6 -0.7
O 0.77348 3.00746 4.65571 0.8 0.3 0.9
C 0.91187 1.62221 4.39305 -1.1 0.5 -0.4
C 2.01813 1.00862 5.21495 -0.1 0.7 0.2
C 2.04502 -0.47317 4.87773 0.0 -0.2 -0.5
N 1.80049 1.27655 6.64319 -0.2 -0.7 -0.2
H -1.20975 3.53320 4.32889 0.0 0.0 0.1
H -0.20186 3.22658 2.89342 -0.2 0.3 0.0
H 0.02874 4.71850 3.82920 0.1 0.0 0.1
H -0.04790 1.13666 4.63390 0.1 -0.2 0.1
H 1.06706 1.51825 3.31088 0.3 -0.3 0.1
H 2.95010 1.50897 4.91840 0.1 -0.3 -0.3
H 1.04307 -0.90127 4.78513 -0.1 0.2 0.2
H 2.57646 -1.11332 5.57985 0.2 0.3 0.1
H 2.48850 -0.55916 3.88142 0.2 -0.2 0.1
H 2.66660 1.04036 7.11150 -0.1 0.2 0.3
H 1.59075 2.25298 6.80299 0.1 0.1 -0.1
C -0.62297 5.07013 0.40790 -0.2 -0.4 0.3
O 0.70360 4.78946 0.79443 0.2 -0.3 0.1
C 1.51451 5.94393 0.85705 0.2 0.2 0.5
C 2.91648 5.62906 1.40013 0.0 -0.7 -0.9
C 3.82439 6.82992 1.15964 -0.6 -0.5 0.0
N 3.50198 4.41432 0.79140 -0.3 0.7 0.5
H -0.62569 5.66043 -0.51118 -0.2 0.1 0.0
H -1.19346 5.54838 1.21316 0.2 0.4 -0.1
H -1.14082 4.11990 0.26181 0.2 0.0 -0.3
H 1.58419 6.38474 -0.14643 0.0 0.1 0.0
H 1.07105 6.66135 1.56314 -0.2 0.2 -0.3
H 2.83709 5.43670 2.47316 0.0 0.0 0.0
H 4.80205 6.57145 1.55904 0.0 0.5 0.3
H 3.31212 7.68952 1.59593 0.6 0.2 0.2
H 3.94193 7.03886 0.09358 -0.1 -0.1 -0.1
H 2.76909 3.71436 0.80989 0.3 -0.3 -0.2
H 3.74348 4.61420 -0.17370 -0.1 -0.1 -0.1
C 3.06112 -5.60335 -9.18865 -0.8 0.1 -0.4
O 2.31591 -4.42875 -8.90932 0.3 -0.1 -0.1
C 3.10726 -3.46478 -8.23387 -0.3 0.1 0.0
C 2.26205 -2.23252 -8.00090 -0.1 -0.4 0.5
N 1.24960 -2.42643 -6.95014 0.7 0.2 -0.2
C 0.34541 -1.29773 -6.96222 -1.3 0.0 -0.7
C -0.62010 -1.18935 -5.81046 0.0 0.0 0.9
O 0.07789 -1.01944 -4.58674 0.2 0.1 -0.1
C -0.76938 -1.17812 -3.47768 -0.3 0.6 -0.1
H 2.47233 -6.20856 -9.88134 -0.1 0.0 0.2
H 3.19665 -6.17032 -8.26595 0.5 -0.1 -0.1
H 3.97915 -5.36636 -9.73282 0.3 0.0 0.4
H 3.97843 -3.19309 -8.84334 0.0 -0.1 0.0
H 3.47033 -3.86631 -7.27917 0.0 0.0 0.0
H 1.77172 -1.95243 -8.94136 0.2 0.1 -0.2
H 2.94125 -1.44251 -7.67359 -0.1 0.2 -0.1
H 0.76204 -3.29123 -7.15181 -0.2 0.1 0.0
H -0.32351 -1.30887 -7.84857 0.2 -0.1 -0.1
H 0.86744 -0.34807 -7.08823 0.4 -0.1 0.4
H -1.29505 -2.05074 -5.69624 0.2 -0.2 -0.3
H -1.28929 -0.33157 -5.97455 0.1 0.1 -0.1
H -0.26091 -0.85154 -2.57098 0.3 -0.3 -0.1
H -1.11049 -2.21451 -3.39599 -0.1 0.0 0.2
H -1.63256 -0.49969 -3.55448 -0.2 -0.2 -0.1
C 0.45260 -0.45953 0.87248 -1.5 -1.1 0.1
C 0.02165 0.95384 0.51927 1.5 -0.8 -1.0
O 1.15845 1.76598 0.82739 -0.5 0.4 0.1
H 0.63401 -0.55758 1.94357 0.3 0.1 0.0
H 1.23693 -0.93736 0.28737 0.5 0.8 0.0
H -0.37536 -1.15821 0.67318 -0.2 0.3 0.2
H -0.91721 1.22033 1.01088 0.2 0.3 0.3
H -0.12477 1.01257 -0.56609 -0.3 0.0 0.1
H 1.03293 2.63040 0.41506 0.0 0.1 0.2
```
Forces are in eV/Å.